Density functional theory data (ωB97M-V with the def2-TZVPD basis set) for a 2-piece molecular cluster, C9H18BrP overall in a non-equilibrium geometry.

Its energy above the lowest of the compared OMol25 structures with the same formula, charge and spin is 6.98 kcal per mole. For the max |F|, the calculation gives 5.2 eV/Å. The HOMO energy is -9.5 eV. Its total energy is -88954.1357 eV. Its gap between HOMO and LUMO is 9.991 eV.

Structure (ORCA input):
```
! wB97M-V def2-TZVPD RIJCOSX def2/J DEFGRID3
* xyz 0 1
C -1.0588 -1.8839 1.5704
C 0.2218 -1.1424 1.9043
C -1.1441 -2.3058 0.0364
C 0.5682 -0.0042 0.9237
C -0.7171 -1.1145 -0.8045
C 0.5771 -0.5024 -0.4766
C 1.3229 0.1765 -2.9709
C 1.2556 1.8709 -1.1819
C 1.0176 0.6074 -1.4320
P -1.1406 3.9697 1.5536
Br -2.0006 2.3708 2.7244
H -1.1315 -2.7903 2.3045
H -1.9355 -1.2664 1.7795
H 0.0595 -0.5708 2.8233
H 1.0828 -1.6621 2.1890
H -0.5321 -3.2030 -0.1122
H -2.0691 -2.7319 -0.1124
H -0.0154 0.8846 1.1100
H 1.5780 0.2667 1.0262
H -1.0819 -1.2608 -1.7930
H -1.5128 -0.2235 -0.6282
H 1.3229 -1.2681 -0.5176
H 0.4192 -0.5305 -3.1547
H 2.3472 -0.2182 -3.0398
H 1.1255 0.9046 -3.6941
H 1.1777 2.3459 -0.1232
H 1.6458 2.5655 -1.9427
H 0.1407 3.3985 1.6482
H -1.5230 3.3178 0.3903
*
```

Atom charges from the natural (NBO) analysis, given in e for atoms 1 to 4: atom 1 (C): -0.39, atom 2 (C): -0.42, atom 3 (C): -0.40, atom 4 (C): -0.39